[1]
A structure of composition C46H37F5HgNO2P2. Source: the Open Molecules 2025 dataset; level of theory: ωB97M-V/def2-TZVPD.

M: 993.33 g mol⁻¹
LUMO energy (spin up / spin down): 0.59 / -0.39 eV
orbital gap (spin up / spin down): 6.69 / 7.46 eV
2S+1: 2
E_HOMO (spin up / spin down): -0.2242 / -0.2884 hartree

Geometry as XYZ:
```
94
C46H37F5HgNO2P2 | the Open Molecules 2025 dataset | ωB97M-V/def2-TZVPD
Hg 0.502 -1.247 -0.755
O -0.692 2.709 0.085
C 0.206 3.637 0.559
C -0.191 4.859 1.078
C 0.778 5.747 1.517
C 2.124 5.413 1.437
C 2.500 4.165 0.962
C 1.544 3.253 0.523
P 1.903 1.516 0.012
C 3.575 1.340 0.741
C 4.773 1.551 0.069
C 5.984 1.405 0.734
C 6.008 1.066 2.078
C 4.815 0.867 2.761
C 3.608 0.993 2.091
C 2.233 1.707 -1.775
C 1.747 2.773 -2.523
C 1.912 2.795 -3.902
C 2.567 1.757 -4.545
C 3.045 0.681 -3.807
C 2.868 0.648 -2.433
C -1.744 3.043 -0.729
C -1.829 4.222 -1.451
C -2.949 4.443 -2.244
C -3.960 3.499 -2.316
C -3.828 2.295 -1.632
C -2.717 2.047 -0.836
P -2.312 0.452 -0.017
C -2.691 0.849 1.727
C -1.900 0.262 2.711
C -2.177 0.475 4.055
C -3.246 1.279 4.423
C -4.024 1.890 3.447
C -3.744 1.682 2.105
C -3.721 -0.577 -0.574
C -4.881 -0.823 0.154
C -5.881 -1.630 -0.373
C -5.731 -2.205 -1.627
C -4.565 -1.986 -2.350
C -3.565 -1.184 -1.821
H -1.242 5.107 1.145
H 0.479 6.705 1.923
H 2.880 6.120 1.754
H 3.548 3.895 0.928
H 4.768 1.823 -0.979
H 6.912 1.568 0.200
H 6.954 0.960 2.595
H 4.826 0.616 3.814
H 2.674 0.820 2.617
H 1.234 3.591 -2.032
H 1.515 3.623 -4.476
H 2.702 1.782 -5.619
H 3.539 -0.145 -4.303
H 3.229 -0.197 -1.855
H -1.035 4.955 -1.411
H -3.022 5.363 -2.810
H -4.843 3.691 -2.910
H -4.597 1.539 -1.722
H -1.072 -0.372 2.417
H -1.561 0.010 4.813
H -3.469 1.437 5.470
H -4.850 2.528 3.735
H -4.343 2.171 1.345
H -4.998 -0.401 1.144
H -6.782 -1.813 0.200
H -6.514 -2.832 -2.035
H -4.434 -2.445 -3.322
H -2.644 -1.029 -2.373
C -2.569 -5.943 1.522
C -2.616 -5.048 0.280
C -2.067 -3.721 0.555
N -1.636 -2.680 0.770
H -2.896 -6.950 1.266
H -3.221 -5.554 2.302
H -1.557 -5.997 1.922
H -3.640 -4.918 -0.072
H -2.038 -5.489 -0.534
C 4.838 -2.397 -0.250
O 3.699 -1.624 0.086
H 4.564 -3.420 -0.530
H 5.563 -2.430 0.568
H 5.309 -1.914 -1.106
H 3.297 -1.985 0.883
F 1.160 -3.155 1.807
C 1.369 -3.927 0.708
C 1.285 -3.380 -0.546
C 1.573 -4.202 -1.604
F 1.513 -3.737 -2.872
C 1.934 -5.530 -1.438
F 2.241 -6.307 -2.485
C 1.975 -6.062 -0.160
F 2.293 -7.348 0.022
C 1.691 -5.255 0.930
F 1.735 -5.772 2.167
```

[2]
A structure of composition C46H38GeN6O2W at a distorted geometry. Source: the Open Molecules 2025 dataset; level of theory: ωB97M-V/def2-TZVPD.

M: 963.30 g mol⁻¹
LUMO energy (spin up / spin down): -11.38 / -11.36 eV
total charge: +3
orbital gap (spin up / spin down): 4.83 / 4.82 eV
2S+1: 2
E_HOMO (spin up / spin down): -0.5956 / -0.5949 hartree

Geometry as XYZ:
```
94
C46H38GeN6O2W | the Open Molecules 2025 dataset | ωB97M-V/def2-TZVPD
W 0.629 -0.919 0.755
C -1.194 0.732 4.283
C -0.619 -0.134 3.378
N -0.331 0.269 2.105
C -0.687 1.571 1.767
C -1.345 2.372 2.712
N -1.569 1.965 3.936
C -0.318 1.900 0.412
C -0.353 3.150 -0.185
C 0.099 3.332 -1.504
C 0.492 2.178 -2.207
C 0.544 0.944 -1.581
N 0.172 0.785 -0.254
C 1.038 -0.296 -2.131
C 1.387 -0.576 -3.461
N 1.834 -1.746 -3.839
C 1.959 -2.712 -2.921
C 1.616 -2.510 -1.604
N 1.141 -1.300 -1.164
C 0.230 4.675 -2.094
C 0.826 4.859 -3.351
C 1.015 6.145 -3.838
N 0.633 7.183 -3.143
C 0.051 7.077 -1.978
C -0.171 5.830 -1.405
H -1.392 0.436 5.302
H -0.394 -1.174 3.626
H -1.705 3.360 2.460
H -0.712 3.983 0.393
H 0.778 2.230 -3.242
H 1.282 0.171 -4.237
H 2.344 -3.660 -3.272
H 1.689 -3.298 -0.854
H 1.155 4.038 -3.964
H 1.486 6.333 -4.794
H -0.241 7.994 -1.485
H -0.655 5.799 -0.445
C -4.734 -2.110 4.052
C -4.018 -3.259 3.750
C -3.039 -3.231 2.770
C -2.800 -2.056 2.059
C -3.522 -0.903 2.375
C -4.493 -0.931 3.359
Ge -1.554 -2.016 0.502
C -0.788 -3.853 0.339
C 0.236 -4.188 1.238
C 0.740 -5.477 1.274
C 0.232 -6.440 0.410
C -0.773 -6.114 -0.488
C -1.270 -4.821 -0.537
C -2.654 -1.692 -1.128
C -4.030 -1.481 -1.063
C -4.767 -1.362 -2.227
C -4.138 -1.420 -3.462
C -2.767 -1.630 -3.537
C -2.031 -1.758 -2.376
H -5.478 -2.128 4.835
H -4.223 -4.181 4.272
H -2.489 -4.130 2.531
H -3.337 0.014 1.822
H -5.059 -0.040 3.584
H 0.579 -3.446 1.982
H 1.514 -5.740 1.979
H 0.613 -7.447 0.450
H -1.185 -6.868 -1.141
H -2.062 -4.562 -1.225
H -4.517 -1.451 -0.099
H -5.837 -1.235 -2.172
H -4.711 -1.306 -4.369
H -2.278 -1.697 -4.496
H -0.966 -1.955 -2.434
C 3.913 3.552 -1.483
C 3.514 2.501 -0.513
C 3.726 1.155 -0.812
C 3.450 0.139 0.093
C 4.065 -1.209 -0.183
C 2.839 0.492 1.343
C 2.712 1.870 1.700
C 2.346 2.324 3.071
C 3.028 2.830 0.750
C 2.336 -0.549 2.275
O 2.045 -0.424 3.444
O 1.960 -1.701 1.651
H 3.775 3.220 -2.508
H 4.977 3.758 -1.353
H 3.384 4.486 -1.315
H 4.209 0.907 -1.747
H 4.014 -1.462 -1.242
H 3.675 -2.034 0.418
H 5.129 -1.123 0.057
H 1.538 1.757 3.527
H 2.097 3.382 3.077
H 3.210 2.184 3.724
H 2.949 3.872 1.020
```

[3]
A structure of composition C46H38N2O9P4SW at a distorted geometry. Source: the Open Molecules 2025 dataset; level of theory: ωB97M-V/def2-TZVPD.

M: 1102.62 g mol⁻¹
LUMO energy (spin up / spin down): -4.18 / -4.04 eV
total charge: +1
orbital gap (spin up / spin down): 4.96 / 6.17 eV
2S+1: 2
E_HOMO (spin up / spin down): -0.3357 / -0.3751 hartree

Geometry as XYZ:
```
101
C46H38N2O9P4SW | the Open Molecules 2025 dataset | ωB97M-V/def2-TZVPD
W 0.974 0.464 0.446
O 0.363 -1.058 2.607
N -0.147 -1.063 1.214
C -1.189 -1.953 1.123
C -1.211 -3.083 0.277
C -2.275 -4.012 0.382
C -2.176 -5.262 -0.175
C -1.025 -5.633 -0.869
C -0.031 -4.697 -1.088
C -0.125 -3.414 -0.575
P 1.129 -2.137 -0.973
C 2.643 -3.045 -0.467
C 3.836 -2.946 -1.179
C 4.967 -3.615 -0.742
C 4.927 -4.365 0.422
C 3.752 -4.443 1.152
C 2.618 -3.792 0.709
C 1.144 -2.418 -2.795
C 1.881 -3.400 -3.445
C 1.787 -3.551 -4.816
C 0.953 -2.739 -5.563
C 0.189 -1.780 -4.921
C 0.291 -1.624 -3.552
H 0.497 -1.990 2.870
H -1.883 -1.944 1.965
H -3.152 -3.726 0.943
H -2.987 -5.966 -0.069
H -0.917 -6.636 -1.250
H 0.833 -4.974 -1.672
H 3.891 -2.346 -2.075
H 5.875 -3.562 -1.326
H 5.804 -4.893 0.760
H 3.715 -5.028 2.060
H 1.698 -3.863 1.274
H 2.549 -4.046 -2.899
H 2.379 -4.310 -5.303
H 0.889 -2.858 -6.633
H -0.483 -1.153 -5.489
H -0.300 -0.873 -3.053
O -0.641 0.373 -1.051
N -0.898 1.312 -1.988
C -1.848 1.052 -2.905
C -2.079 1.903 -3.952
C -1.335 3.085 -4.044
C -0.433 3.374 -3.055
C -0.207 2.486 -1.990
S 0.867 2.875 -0.722
H -2.402 0.138 -2.755
H -2.837 1.661 -4.676
H -1.482 3.758 -4.872
H 0.132 4.290 -3.031
C -5.863 0.445 0.506
C -4.818 -0.399 0.162
C -3.509 0.018 0.335
C -3.227 1.271 0.873
C -4.284 2.125 1.187
C -5.591 1.709 1.006
P -1.471 1.730 1.167
C -1.556 3.552 0.896
C -0.829 4.415 1.712
C -0.810 5.773 1.454
C -1.513 6.288 0.377
C -2.229 5.436 -0.447
C -2.242 4.076 -0.198
C -1.325 1.775 2.978
C -2.382 2.016 3.821
C -2.164 2.205 5.190
C -0.890 2.172 5.683
C 0.211 1.901 4.842
C 1.513 1.840 5.375
C 2.544 1.503 4.552
C 2.321 1.246 3.187
C 1.090 1.331 2.541
C 0.015 1.675 3.449
H -6.884 0.122 0.381
H -5.024 -1.382 -0.238
H -2.684 -0.631 0.064
H -4.084 3.116 1.565
H -6.400 2.376 1.260
H -0.264 4.030 2.545
H -0.238 6.429 2.090
H -1.494 7.347 0.176
H -2.768 5.837 -1.292
H -2.797 3.421 -0.857
H -3.390 2.064 3.439
H -3.005 2.392 5.841
H -0.700 2.323 6.735
H 1.669 2.038 6.426
H 3.548 1.409 4.937
H 3.220 0.967 2.648
O 4.913 0.166 1.423
P 3.614 0.237 0.551
O 2.891 1.552 0.508
O 2.544 -0.743 1.007
O 4.142 -0.123 -0.891
P 3.155 0.410 -2.132
O 3.586 1.932 -2.216
O 3.392 -0.360 -3.336
O 1.794 0.415 -1.452
H 5.701 -0.132 0.967
H 4.054 2.111 -3.032
```

- Look up the M of the third one.
  1102.62 g mol⁻¹

- What is the M in the third record?
  1102.62 g mol⁻¹